A single C6H12O molecule in a non-equilibrium geometry, computed with ωB97M-V with the def2-TZVPD basis set.

XYZ file:
```
19
Properties=species:S:1:pos:R:3:mulliken_charge:R:1
C 1.67586 -1.19138 1.17468 -1.033
C 1.15240 -0.38681 0.20146 0.556
C 1.90654 -0.26459 -1.06128 -1.322
C -0.15485 0.27303 0.29837 0.469
C -0.22731 1.58700 -0.36180 -1.302
O -1.19912 -0.57139 -0.36556 -0.390
C -2.28829 -0.98933 0.36571 -0.829
H 0.98989 -1.38819 1.97709 0.312
H 2.54623 -1.75452 0.90905 0.281
H 2.67913 -1.00080 -0.91373 0.377
H 1.28328 -0.46015 -1.95003 0.264
H 2.42653 0.71510 -1.22578 0.274
H -0.35455 0.44579 1.35132 0.533
H -0.92680 1.64977 -1.22827 0.306
H -0.52316 2.37282 0.43381 0.264
H 0.72527 1.91267 -0.74214 0.339
H -2.65770 -0.23079 1.05314 0.364
H -2.21913 -2.02772 0.74056 0.228
H -3.07048 -0.86065 -0.37143 0.309
```

Output
- SMILES = C=C(C)[C@@H](C)OC
- highest occupied orbital energy (eV) = -9.23
- ΔE to the lowest compared entry with this formula, charge and spin (kJ/mol) = 238.3
- Kohn-Sham gap (Eh) = 0.379

=====

2 unconnected molecules or ions with the total composition C6H12O, computed with ωB97M-V with the def2-TZVPD basis set.

XYZ file:
```
19
Properties=species:S:1:pos:R:3:mulliken_charge:R:1
C 1.08524 1.33844 -1.18641 -0.812
C 0.22302 1.36626 -0.17522 -0.052
C -1.27520 1.28755 -0.31895 -0.677
C -1.85890 -0.11353 -0.07928 -0.522
C -1.34796 -0.84241 1.13882 -0.054
O -0.74715 -0.33229 2.05334 -0.472
H 2.15748 1.38276 -1.01205 0.322
H 0.76081 1.25378 -2.22207 0.237
H 0.59713 1.42670 0.84415 0.368
H -1.73922 1.99521 0.37712 0.287
H -1.56168 1.59877 -1.33058 0.344
H -1.69957 -0.76341 -0.95008 0.302
H -2.95176 -0.05187 0.04334 0.343
H -1.58061 -1.93045 1.15543 0.372
C 1.99070 -1.52714 0.33530 -0.894
H 1.77212 -1.00404 1.26925 0.228
H 2.33108 -2.54296 0.54741 0.317
H 2.76183 -0.98499 -0.21720 0.241
H 1.08264 -1.55640 -0.27232 0.123
```

Output
- SMILES = C=CCCC=O.C
- highest occupied orbital energy (eV) = -9.59
- ΔE to the lowest compared entry with this formula, charge and spin (kJ/mol) = 135.3
- Kohn-Sham gap (Eh) = 0.388

=====

2 unconnected molecules or ions with the total composition C6H12O in a non-equilibrium geometry, computed with ωB97M-V with the def2-TZVPD basis set.

XYZ file:
```
19
Properties=species:S:1:pos:R:3:mulliken_charge:R:1
C 1.35808 0.03484 1.39112 -1.223
C 0.93340 0.18438 -0.06646 0.451
C 1.90667 1.03080 -0.87694 -1.561
C -0.51907 0.93182 -0.19626 -0.191
O -0.84994 1.79956 0.60417 -0.508
H 1.21442 -0.99979 1.72210 0.320
H 2.41501 0.26941 1.54798 0.394
H 0.77844 0.67535 2.06159 0.292
H 0.86852 -0.80492 -0.53660 0.452
H 1.73732 0.89453 -1.94978 0.378
H 1.78603 2.09498 -0.65262 0.346
H 2.94337 0.74583 -0.67240 0.405
H -0.83845 0.96183 -1.24970 0.434
C -2.01612 -1.04404 0.35153 -0.426
C -2.60060 -1.54961 -0.73432 -0.527
H -0.85865 -0.87498 0.38126 0.155
H -2.56148 -0.83176 1.26503 0.295
H -3.66851 -1.74159 -0.76139 0.259
H -2.02842 -1.77664 -1.62832 0.254
```

Output
- SMILES = CC(C)C=O.C=C
- highest occupied orbital energy (eV) = -9.53
- ΔE to the lowest compared entry with this formula, charge and spin (kJ/mol) = 238.8
- Kohn-Sham gap (Eh) = 0.380

=====

A single C6H12O molecule, computed with ωB97M-V with the def2-TZVPD basis set.

XYZ file:
```
19
Properties=species:S:1:pos:R:3:mulliken_charge:R:1
C 1.20443 0.62626 0.96504 -1.594
C 0.71976 -0.54124 0.10036 0.905
C 1.70496 -0.76751 -1.05072 -1.601
C -0.70295 -0.41226 -0.45522 -0.256
C -1.92491 -0.65806 0.39658 -0.865
C -1.71212 0.68862 -0.20074 -0.052
O -1.49328 1.72581 0.70866 -0.542
H 0.51976 0.85185 1.78538 0.403
H 2.18932 0.39196 1.38460 0.422
H 1.32069 1.53491 0.35814 0.300
H 0.73658 -1.44338 0.72834 0.149
H 2.71852 -0.93993 -0.67119 0.406
H 1.73734 0.10903 -1.71037 0.372
H 1.41992 -1.63473 -1.65724 0.393
H -0.78980 -0.81660 -1.46408 0.364
H -2.72259 -1.29784 0.03000 0.271
H -1.75507 -0.70556 1.47000 0.275
H -2.33719 0.96786 -1.05119 0.320
H -0.83337 2.32082 0.33365 0.331
```

Output
- SMILES = CC(C)[C@H]1C[C@H]1O
- highest occupied orbital energy (eV) = -9.62
- ΔE to the lowest compared entry with this formula, charge and spin (kJ/mol) = 129.4
- Kohn-Sham gap (Eh) = 0.389